Entry from the Open Molecules 2025 dataset: a molecular structure, C87H192F10N14O20S10 at a distorted geometry (ωB97M-V/def2-TZVPD).

```
333
Properties=species:S:1:pos:R:3:forces:R:3:mulliken_charge:R:1
H -3.96501 -4.07997 -9.33376 0.128 -1.373 -0.356 0.149
O -1.03660 -3.41652 1.60586 0.140 0.237 -0.569 -0.847
H -0.05272 -5.76176 5.95608 0.076 0.042 -0.049 0.232
H 7.18857 -0.50785 5.66784 -0.473 -0.149 -0.138 0.459
H -1.29995 3.93017 -6.43259 0.358 0.472 -0.209 0.338
C 5.81853 1.44112 0.12207 0.871 -0.090 2.454 -0.439
O 2.71687 -0.34882 -0.42162 0.536 0.164 0.411 -0.188
H 8.53059 0.34173 -1.75119 -1.105 1.298 1.307 0.318
H -5.89689 -4.99757 -1.24667 0.127 0.472 -1.522 0.266
H 1.43240 -4.96835 0.51520 0.383 0.347 -0.912 0.150
C -4.32418 2.34437 2.08002 0.276 -0.687 -0.280 -1.205
H 6.26842 0.69688 -2.88895 0.074 -0.550 0.850 0.345
H 3.16378 10.92844 1.58222 -0.158 0.642 -0.189 0.379
C 6.30288 -4.00013 8.45009 0.747 0.793 0.778 -0.437
H -7.45159 -6.39614 6.77859 -0.474 0.091 0.748 0.426
H -5.19943 -6.40550 7.97557 -0.247 0.220 -0.088 0.399
C 1.52724 -2.92229 -1.45843 0.973 -1.059 -0.526 0.751
H -3.75713 -4.40969 5.91968 0.478 0.363 0.037 0.297
O 3.96914 -3.32083 3.73091 0.176 0.445 1.282 -0.636
H -0.57611 6.46114 6.27084 0.809 1.290 0.504 0.445
C 6.56091 -1.14453 5.02129 0.206 0.088 -0.149 -1.379
H -0.21434 -0.90716 -15.16892 0.531 0.771 -0.553 0.418
H -0.31250 -2.80860 -2.51671 -0.481 -0.165 0.041 0.616
O -4.88682 -4.90956 3.94379 0.101 -0.027 1.005 -0.591
C -7.55611 -2.53219 -3.07418 0.219 -0.400 0.627 -0.995
H -5.30030 6.30261 -1.44839 0.233 0.445 -0.058 0.403
C -4.41774 -5.94028 -10.42350 -0.882 -1.304 0.724 -1.572
S 1.65109 0.36001 0.20884 -2.785 -1.384 2.317 0.569
C -6.59522 -5.46910 -3.30498 2.352 1.577 0.623 -1.157
C -1.60739 -1.26131 -13.62727 -0.003 -0.607 -0.885 -0.612
H 5.40608 -1.12964 1.49833 0.115 -0.179 -0.198 0.108
C -2.40837 5.17033 -1.68078 -0.261 0.989 -0.741 0.609
C 2.02867 4.20027 2.65281 0.102 -1.935 -0.990 -0.532
H 7.10326 -2.97534 1.61452 0.127 0.364 -1.244 0.295
N -1.57471 -3.17857 -10.29237 -1.429 -2.108 -0.340 0.827
H 2.80997 2.30789 3.59810 -0.181 0.874 -0.116 0.119
H 0.85622 -3.73036 -3.35533 0.166 -0.529 -0.522 0.358
H 4.57526 14.03544 4.12043 -0.504 -0.339 -0.114 0.413
H -4.20819 4.56529 -0.56795 0.308 0.351 0.448 0.217
H 7.53971 -1.24906 -0.67470 -0.024 -0.229 0.759 0.498
C 2.47888 13.97102 3.33157 1.459 0.313 0.189 -0.898
H 0.55454 -1.48244 -9.22704 1.716 0.550 -0.652 0.448
H -2.42949 -0.92873 -14.24413 -0.326 0.380 0.014 0.374
C -0.47154 -3.41614 -9.31889 0.366 0.590 0.039 -0.522
H -2.16390 -7.86965 7.36363 0.268 0.452 -0.031 0.380
H 2.01407 12.76529 1.75375 -0.867 0.360 -0.481 0.228
H -3.87183 -6.78796 -10.89326 -0.428 0.499 0.208 0.367
O 1.99068 -3.04233 2.47744 -0.975 -0.555 0.929 0.172
S -3.06439 -3.42359 -5.27465 1.409 -0.246 -0.116 1.022
H 0.31225 2.20750 4.72798 0.394 -0.118 -1.049 0.591
H -1.67498 4.60930 3.07110 -0.720 0.655 -0.322 0.375
H -5.24642 2.02568 1.55494 0.485 0.509 0.218 0.435
F -2.66003 -1.66496 1.69344 0.116 0.444 0.099 0.123
C 0.28490 8.66951 -3.90531 -1.114 -0.789 0.239 -1.458
C -2.09650 -2.33991 -12.71315 -0.842 -1.012 2.211 -0.570
H -5.07349 -6.37803 -9.60478 0.673 0.350 -1.140 0.389
H -1.75642 8.15975 -4.59521 0.917 -0.265 0.530 0.325
H -4.55213 -6.26692 -3.60507 -1.219 -0.583 0.333 0.005
H 6.32005 -4.94395 6.08583 -0.916 -0.509 -0.360 0.399
H -1.07418 -4.02319 7.54754 -0.550 -0.157 -0.227 0.248
H -8.84335 -3.04923 -1.00291 0.377 0.240 0.413 0.421
H 7.03997 -1.12019 4.03400 -0.193 -0.093 0.159 0.268
C -0.59462 4.40104 -5.73115 0.624 0.195 0.485 -0.309
H -3.99524 3.75859 -2.01572 -0.063 0.176 -0.454 0.363
O -0.96176 6.79759 0.66492 -0.790 -0.176 -0.190 -0.322
H -3.03998 -1.95192 -12.26269 0.690 -0.248 0.105 0.330
H -1.07509 -6.50619 7.64771 0.562 0.539 -0.140 0.353
H -0.99549 -7.45295 -2.60337 0.057 -0.055 0.855 -0.115
S 1.24935 -0.96731 4.84271 1.108 2.826 -2.423 0.970
C 5.89190 0.09471 -2.02925 0.714 -1.161 -1.742 -0.444
H 3.38165 -5.79112 8.36211 0.363 0.433 0.421 0.325
H -0.23189 -5.64713 4.24298 -0.271 0.157 -0.130 0.513
H -2.96318 -2.66943 -8.76467 -0.346 -0.260 0.182 0.318
H 0.49245 2.57353 -5.26941 -0.031 0.324 -0.020 0.161
C 3.57468 -4.83838 8.90472 -2.234 -0.824 1.526 -0.679
H 3.09956 12.31527 5.45503 0.077 -0.243 -0.815 0.372
H -5.78995 -7.25279 -2.68852 0.328 -1.418 1.362 0.557
H 2.92495 4.10116 2.00601 -0.862 0.089 -0.035 -0.176
C -1.02415 -2.72727 -11.61720 -1.042 2.013 -0.011 -1.216
N 0.71527 1.10509 -0.82200 0.085 -0.241 1.411 -0.110
H -2.97901 0.85346 1.11449 0.240 0.520 -0.640 0.186
H -5.42268 5.71381 -3.01395 0.301 -1.040 -0.176 0.320
H -1.00272 -5.19688 -2.19319 0.045 -0.736 -0.420 -0.049
H 2.19148 -5.62675 -3.10169 -0.630 -0.500 0.559 0.294
H 4.39738 12.94519 2.71794 -0.564 0.754 0.381 0.260
H 6.40842 -3.25822 4.79309 -0.660 -1.369 -1.380 0.632
H -6.73070 -7.97148 6.77603 0.042 -1.070 0.614 0.434
C -6.59501 -1.78570 -3.97014 -0.136 0.494 -0.620 0.112
H -0.27914 5.41965 -6.03289 -0.695 -0.438 -0.128 0.160
H -5.89396 -7.17851 -4.47154 0.495 0.782 1.627 0.301
H 0.98695 -7.66195 -0.34823 -0.348 0.394 0.214 0.520
H 2.56636 -4.60177 9.39674 1.310 -0.400 -0.565 0.372
C -0.50105 -1.69924 -14.52533 1.326 -0.101 1.305 -1.295
H 0.83978 3.25702 1.09965 -0.127 -0.282 0.401 -0.606
O -0.42345 -6.28558 -5.70699 1.199 -0.638 -1.094 -0.705
C -2.45858 5.23701 -4.28504 -0.634 0.150 0.662 -1.252
H -2.09320 -2.77769 6.85837 -0.040 0.024 0.062 0.537
H -3.38599 7.56918 -1.96227 0.249 0.356 -0.226 0.326
N 6.54829 0.47014 -0.76273 0.885 1.591 -0.265 0.762
H 0.35974 9.22077 -4.81485 0.556 0.613 -0.496 0.478
S 1.22467 2.19048 -1.81108 0.383 -0.913 0.421 0.327
H -2.18697 -8.12033 0.22704 0.258 -0.467 -0.089 0.396
H 5.55518 -0.71520 4.93238 0.233 -0.036 -0.049 0.264
H -1.64247 4.38528 -1.71450 -0.293 0.275 0.032 -0.222
C 6.04449 -5.13731 9.43042 0.019 1.594 0.468 -0.921
H 5.62996 -1.78180 7.46122 0.016 -1.238 -1.702 0.331
C -2.09690 -6.78062 7.53247 -1.642 -1.850 3.148 -0.897
C -2.15133 1.35387 2.98666 1.014 -0.898 1.085 0.991
C 0.44420 -3.57184 -2.37568 0.750 0.488 1.295 -1.380
H 4.92249 -1.65334 -0.07557 0.373 0.335 -0.163 -0.420
H -5.08031 -4.12786 -2.56124 1.495 0.547 -0.540 -0.207
H 4.94442 -5.81174 6.84565 -0.258 -1.364 0.110 0.473
H -0.76439 -2.50925 -15.13015 -0.494 -1.411 -0.956 0.349
C 2.07203 3.12869 3.75286 0.566 -1.138 -0.075 -1.404
H -0.30179 -1.90792 -11.43569 -0.452 -0.325 -0.055 0.626
H -5.67769 -2.72497 -0.22363 0.612 -0.519 0.496 -0.117
H 3.72309 -2.79141 8.40503 0.297 1.139 0.846 0.505
C -0.20638 -1.98711 -8.72915 -1.284 -1.356 1.487 -0.809
C 5.81106 -1.57290 0.57212 -2.188 1.267 0.508 1.529
H -0.88986 -4.06133 -8.54763 0.120 -0.048 0.080 0.274
H -5.86674 -2.44188 -4.44893 -0.416 -0.403 -0.242 -0.348
H 7.51362 -0.34594 0.91916 -0.314 -0.346 -0.992 0.210
C 2.00407 -5.18860 -0.42886 -2.863 0.800 0.134 -0.843
O -5.61350 -3.72022 2.00122 -2.130 2.382 -1.890 -0.594
H -0.09620 -3.46697 5.44836 0.352 0.555 -0.016 -1.126
N -6.87978 -3.27926 -1.87854 -1.780 -0.046 -0.346 0.459
C 3.58813 9.04525 5.23085 -0.618 -0.587 0.692 -0.220
H 7.29506 -4.00995 7.89876 -1.265 -0.326 0.611 0.420
F 2.34310 1.52792 1.09127 0.232 -0.185 -0.612 0.309
C -4.67938 5.87184 -2.23643 -0.308 0.703 0.683 -1.037
H -6.83919 -6.98879 5.40262 0.776 0.098 -1.024 0.375
O 1.67735 6.15916 -0.78248 -0.863 0.837 0.861 -0.203
H 2.97666 8.58188 7.26092 -0.349 -0.099 0.065 0.399
H 7.61918 3.63623 0.08528 0.237 -0.481 0.352 0.383
C 3.63277 12.06767 4.50843 0.154 0.776 -0.640 -0.730
C 3.17896 8.07683 6.32170 1.101 -1.296 0.420 -1.326
S -2.42794 -3.18327 1.41080 0.173 -0.653 0.739 0.380
N -2.82206 -6.12294 6.50409 -0.330 0.998 -3.024 0.288
H -3.92359 3.27891 1.67663 -0.192 -0.118 -0.215 0.108
C -6.11771 -2.23872 -1.06276 -0.026 0.185 -1.870 -0.430
H 0.17034 4.79920 1.45002 0.231 -0.236 0.741 0.004
C 6.90371 -0.70616 0.04755 1.279 -0.473 0.000 -1.294
H 0.90348 10.93197 2.79947 0.201 0.001 -0.157 0.027
H 4.57462 10.47024 2.64197 -1.355 0.145 -0.235 0.290
H 6.08464 -1.00024 -2.20718 0.020 1.178 0.018 0.276
H 0.68734 -6.42748 -3.40191 -0.629 -0.217 -0.132 0.370
H -1.55515 -5.33853 -10.78648 -0.116 0.779 0.620 0.378
H 2.01595 -2.11903 -1.97191 0.196 0.428 -0.555 0.810
C -1.04973 -3.94614 5.40911 0.102 -1.058 -0.780 1.888
H 4.42331 -5.92115 10.56909 -0.230 -0.235 0.629 0.395
H 2.06340 5.15347 3.06183 0.040 1.767 0.719 0.789
C -1.10961 5.92820 5.54278 -0.407 -2.002 -1.605 -1.876
N 2.76338 10.99663 3.73249 1.746 0.291 1.402 0.522
C -5.71541 -0.81310 -3.18274 -0.874 0.249 0.234 -1.236
H 8.81924 2.80003 -1.86465 0.456 0.444 0.060 0.511
H -0.49798 -3.56624 -11.96337 0.992 -1.052 -0.501 0.397
H -1.28674 -0.43567 -9.78584 0.223 0.611 -0.393 0.319
C 3.82707 -3.73350 7.93513 -0.221 -0.507 0.125 -0.137
H 1.90265 10.53510 5.57838 0.512 -1.102 -0.259 0.489
H -5.54603 -5.21478 6.64273 0.505 -0.490 0.373 0.275
H -2.67685 -4.43233 -11.67114 -0.285 0.341 0.561 0.274
H 3.32962 -3.61428 -0.27123 0.178 0.755 0.541 -0.161
C 2.41439 9.89990 4.81484 -0.093 0.649 -1.913 -0.420
H -2.69555 -6.74245 -0.73227 1.088 -1.422 -0.390 0.022
N 5.22409 -3.86889 7.45446 -0.220 1.741 -3.636 0.369
C -3.05593 -4.66631 6.72297 0.212 0.484 0.097 -0.660
C -2.31722 -4.53550 -10.63929 0.335 -0.403 -0.613 -0.643
H 0.37202 -3.93814 -9.83562 -0.621 0.621 0.499 0.333
C -2.47656 -2.16822 -9.57732 0.691 -0.404 -2.004 -0.425
C -6.60746 -6.97362 6.44798 -1.016 0.390 0.006 -1.670
H 0.05522 -2.11595 -7.64266 -0.375 0.395 -1.073 0.352
C -6.01328 -4.49203 -2.27155 -1.314 -0.673 2.255 0.475
H -0.53094 4.56436 -3.54923 -0.538 -0.134 -0.892 -0.854
H 0.94249 11.76929 4.28200 -0.291 -0.100 1.017 0.578
O -2.60791 -3.13416 -3.95298 -0.532 0.180 0.220 -0.452
H -7.90349 -4.35842 -0.25678 0.963 -0.468 1.711 0.339
H -1.63006 0.38383 3.13995 -0.086 0.631 -0.317 -0.913
C -1.77006 -3.80891 6.71012 -0.677 -0.045 0.672 -1.411
H 4.43953 9.50607 5.66637 0.616 1.300 0.087 0.261
O -2.07089 -5.80414 -4.05763 -1.381 -0.722 4.058 -0.395
C 5.44285 -2.58046 6.62103 0.282 1.285 2.929 -0.377
H -6.84477 -4.93465 -4.18495 -0.073 0.361 -1.092 0.500
H 1.07852 -2.42095 -0.60770 -0.130 -0.474 0.491 -0.833
H -4.40987 -2.33078 -2.34036 0.243 0.277 -0.186 -0.366
H 0.36498 -2.01087 -13.89896 -0.240 0.221 -0.594 0.283
C 5.66706 2.86218 -0.37822 0.670 -0.341 -0.080 0.283
H -2.01034 -0.69068 -8.23425 0.156 0.479 0.958 0.599
C 2.66027 -3.94393 -1.04062 -0.776 -1.206 -0.910 -0.398
C -3.85911 4.75122 -1.57509 -0.500 -1.540 -0.725 -0.165
S -1.69339 -5.79144 -5.38231 -1.532 1.571 -3.776 1.074
H 5.05808 2.85295 -1.23772 -1.235 0.173 -0.991 0.000
H 3.98083 8.43872 4.44046 -0.051 -0.090 -0.959 0.448
H 6.97920 4.42582 -1.24540 -0.412 -1.219 0.149 0.397
H 7.52759 -2.67881 5.94595 0.571 -0.759 0.779 0.338
H -1.99130 2.93651 1.67184 0.887 0.765 0.105 0.421
H -1.88146 6.43403 5.01900 -0.517 1.226 -0.188 0.471
H 4.96239 0.90741 0.54661 -0.364 0.418 -0.709 -0.092
C 3.86712 13.35068 3.61964 -0.462 -1.730 0.369 -0.521
C 1.46097 -6.35467 -2.66692 1.160 2.707 -0.229 -1.074
H -3.40700 4.71717 -4.20473 -0.153 -0.193 -0.544 0.622
H -8.27713 -1.86289 -2.58249 0.396 0.056 -0.186 0.487
H -3.14244 -1.82089 -10.38702 -0.075 0.046 1.005 0.286
C 1.54959 12.97728 2.72755 2.397 -1.082 -1.940 -0.532
F -2.81744 -6.75884 -6.13188 1.526 1.114 0.655 -0.385
N 1.26093 7.58877 1.43460 -1.254 -0.380 0.839 -0.211
H 6.50623 1.50325 1.02307 -0.552 -0.043 -0.841 0.228
H -8.55429 -4.50479 -1.79449 -0.413 -0.791 -0.741 0.573
N -2.39298 6.01370 -3.02993 -0.027 0.917 2.691 0.363
H 4.84280 0.21419 -2.09490 -1.239 0.306 0.834 0.004
C -5.62254 -6.61865 -3.49578 0.646 0.705 -3.306 -1.242
N -1.96336 -4.33604 -6.06610 -1.207 -0.603 0.254 -0.272
H 2.43862 7.34082 6.04971 -0.915 0.279 -0.138 0.145
H 4.57104 -4.58263 5.63819 -0.536 0.083 -1.230 0.382
H 1.98495 -7.26213 -2.55452 0.354 -1.171 0.545 0.427
H 1.09245 3.49814 -6.60467 0.755 0.056 -0.576 0.549
H -2.49152 1.59702 3.98406 -0.038 0.664 0.312 0.396
H -3.06305 -5.57891 -8.86273 -0.007 0.626 -0.265 0.032
H 5.22289 3.51660 0.38773 0.030 -0.460 -0.248 0.131
H -4.50300 -0.85055 -1.36537 -0.413 -0.637 -0.695 0.269
C -5.09563 -1.54646 -2.02327 0.266 0.025 2.358 0.566
H 6.63101 -3.32439 -0.15673 0.534 -0.445 0.143 0.483
S -0.29505 7.81012 1.41349 1.578 0.509 -2.151 0.885
H -6.86376 -1.55496 -0.67239 -0.223 0.206 -0.109 0.459
F -4.54558 -5.73195 1.81725 0.703 -1.126 -0.976 -0.280
O -0.74752 8.23200 2.66020 -0.758 0.125 2.362 -0.637
C -2.01585 -6.26780 5.24335 -0.435 1.634 -2.296 -0.881
H -0.75714 1.70230 1.55756 0.852 0.157 -0.549 -0.775
H 6.25494 -6.10801 9.11310 0.031 -1.608 -1.311 0.420
H -3.60853 -4.58516 7.64598 0.014 0.127 0.403 0.639
O 3.41501 6.84655 0.74029 0.635 -0.011 0.277 -0.691
O 0.80776 -0.30860 1.23198 1.949 1.467 -2.749 -0.618
C 0.69067 3.94352 1.92738 -0.245 0.147 -0.453 0.241
H -2.60450 -5.90051 4.33756 0.205 -0.510 1.479 -0.091
C 6.32568 -2.92072 0.80285 1.608 -1.340 1.358 -1.746
F -0.47120 9.17090 0.56430 0.118 -0.727 -0.220 -0.328
H -1.64848 5.19027 6.11843 -0.124 -0.595 0.239 0.451
H -2.66087 -6.61305 8.50053 0.841 -0.088 -0.869 0.358
C -3.46106 -5.01185 -9.72796 0.696 1.457 0.958 0.268
H -6.27773 0.06162 -2.83109 -0.113 -0.179 0.063 0.366
N 0.91317 -5.81475 -1.34775 -0.266 -0.634 -2.011 0.670
H -0.56578 -4.35795 -0.72109 0.585 -0.935 -0.484 -0.959
C 3.45334 10.43588 2.48730 1.441 -0.889 1.467 -0.816
H 1.39461 4.03910 -4.91737 -0.083 0.034 -0.284 0.225
C -0.15263 -4.80154 -1.67153 0.134 2.616 0.889 0.846
H 2.31872 3.56764 4.71721 -0.279 -0.035 0.094 0.633
H -0.50170 -8.82835 -1.65173 0.145 -0.315 0.043 0.505
C -5.35679 -6.27586 6.89831 0.170 0.343 -0.333 0.042
C -8.09071 -3.82481 -1.12903 -0.129 1.322 -1.651 -1.284
H 3.10248 -3.61931 7.07988 0.895 -0.772 0.552 -0.152
H -0.49618 7.03666 -4.96128 0.397 -1.061 -0.932 -0.068
C 6.52689 -2.59944 5.58159 0.133 3.131 0.611 -0.506
H -4.31137 -6.65963 5.08778 0.032 0.074 -0.200 0.248
C -4.16119 -6.80877 6.14308 0.352 0.646 0.768 -0.703
H -3.93858 -7.83391 6.34573 -0.300 -0.847 0.097 0.511
H -1.54428 3.58956 4.55191 0.476 0.534 -1.356 0.224
C -1.17207 6.88422 -2.96345 0.729 -1.620 0.245 -0.560
H 3.19026 9.37726 2.36905 -0.185 0.248 0.204 0.092
H -5.09119 -5.48175 -11.14979 0.266 0.097 -0.052 0.394
N -3.14865 -3.84430 2.64672 -0.538 -0.338 -0.141 -0.187
H 4.60380 11.65203 4.79275 -0.343 -0.404 -0.256 0.346
F -4.33565 -4.37858 -5.08365 0.245 0.248 -0.208 -0.165
H -2.43417 -3.33233 -13.10506 0.477 1.179 -0.769 0.591
H -1.86519 -7.30674 5.11267 0.339 -1.145 -0.105 0.693
H -7.23017 -1.31496 -4.78194 0.877 -0.350 0.872 0.468
C -1.49922 -1.16833 -9.03698 0.143 -0.777 -0.098 -1.058
C 0.73663 2.38357 3.69804 -0.528 0.150 2.072 0.974
H -2.94954 -8.37845 -1.40843 0.503 0.137 0.671 0.437
O -3.04717 -3.38353 0.14357 -0.086 -0.230 -0.449 0.077
H -0.41008 -6.50283 0.00825 0.319 -0.140 1.030 0.104
H 4.03429 7.38695 6.49843 -0.184 0.689 0.138 0.415
H -7.44003 -5.84848 -2.88407 -2.702 -1.179 0.805 0.633
H -2.21812 5.93011 -0.89723 0.420 -0.572 -0.553 -0.245
H -8.16605 -3.25740 -3.61627 0.277 -0.084 0.046 0.580
O 1.95279 -0.10380 3.87993 -0.121 -1.494 2.124 -0.266
C 7.80204 2.48509 -1.70976 -0.338 -1.193 -1.120 -0.720
C -0.75449 -5.43545 5.17659 0.377 -0.179 0.921 -0.464
C -0.97484 4.18096 3.74990 -1.773 -1.078 2.806 -0.993
H -2.45038 5.96493 -5.10735 -0.357 -0.235 0.237 0.516
H 3.37231 -4.27990 -1.87323 -1.234 0.659 0.712 0.395
H 6.32138 -3.03739 9.05755 -0.217 -1.047 -0.790 0.328
H 1.20218 8.13867 -3.67195 0.215 0.145 0.033 0.328
F 1.03702 3.51872 -1.05393 -0.272 1.096 0.990 0.187
F -0.04276 -1.24536 4.04381 -1.341 -0.317 -0.225 -0.099
H -3.94153 0.29852 2.29445 0.068 -0.373 0.913 0.653
S -4.60365 -4.42158 2.63822 1.439 -0.842 1.831 0.648
H 0.54789 13.29281 2.67698 -1.166 0.662 -0.531 0.463
H -1.63931 -3.54119 4.58376 0.078 -0.023 0.027 -0.401
H 0.01012 9.33944 -3.09480 0.119 0.080 0.089 0.347
O 0.82775 -0.43274 6.09508 0.213 -0.279 -0.040 -0.727
H 5.65327 -3.59757 1.26837 -1.377 -0.464 -0.038 0.371
C 7.03083 3.38610 -0.79701 0.274 2.585 0.096 -1.100
C 7.93155 1.09611 -1.09952 -0.679 -0.637 -2.105 -0.534
H 4.45444 -2.30232 6.25388 0.216 -0.273 -0.578 0.092
C -3.63250 6.86329 -2.74261 -0.376 -0.877 -1.192 -0.497
H 0.21215 5.87832 3.76620 0.189 0.385 0.358 -0.292
H -4.92918 -0.41872 -3.79838 0.383 0.089 -0.493 0.532
H -4.55272 2.53769 3.11776 -0.418 0.179 0.323 0.289
H 0.54208 4.80258 5.11602 1.338 -0.973 0.298 -0.062
C 5.24900 -4.92653 6.36457 2.000 0.608 2.068 -1.197
C -0.83812 7.64291 -4.17592 -1.177 2.417 -0.394 -0.464
O -3.55457 -2.32528 -6.05578 0.312 -0.733 -0.287 -0.552
F 2.19247 8.46287 -0.49317 0.310 1.044 -1.300 -0.246
H -1.42962 3.25702 -4.27476 -0.582 0.781 0.515 0.652
H 2.60404 -5.98436 -0.13705 1.630 -1.429 0.030 0.744
H -3.96351 7.29983 -3.69240 0.291 0.390 0.445 0.463
H 7.37895 2.44292 -2.73618 0.011 0.047 0.584 0.331
C 0.68185 3.59745 -5.62306 -0.115 -0.870 0.020 -1.166
H 8.32509 1.26989 -0.14504 1.167 -0.281 1.325 0.436
S 2.11736 7.09503 0.21871 1.052 -1.023 -0.260 0.847
H 2.02370 14.29627 4.23278 -0.055 0.591 1.252 0.355
S 2.53737 -3.21280 3.78700 -0.324 0.014 0.430 0.912
C -3.32670 1.16385 2.09342 -1.446 -0.156 -0.962 -0.944
O 0.32740 2.28823 -2.86523 -2.211 0.100 -2.084 -0.615
C -1.26317 4.35192 -4.36866 1.164 -1.315 -0.002 0.661
H -0.31391 6.24578 -2.71707 -0.253 0.114 0.184 0.246
H 6.81727 -5.00413 10.16124 0.279 0.177 0.862 0.444
O 2.59152 2.16886 -2.11391 2.427 -0.236 -0.120 -0.651
N -0.24130 3.23603 2.96871 0.988 -1.178 -2.761 1.608
N 1.83276 -2.38235 5.00856 2.125 -1.876 -0.700 -0.559
H 1.70699 9.24648 4.24957 0.124 0.476 0.741 0.105
H -1.34943 7.47938 -2.11285 0.026 1.037 0.941 0.802
C 4.64698 -5.01560 10.04375 -0.017 1.431 -1.260 -0.697
C 1.50077 11.63966 3.38159 -1.411 -0.313 0.279 -0.567
C 0.21089 -6.98208 -0.73103 -0.589 -0.514 0.226 -0.640
H 0.86172 1.43401 3.18253 -0.317 0.297 -0.069 -1.048
C -2.21028 -7.79721 -0.81134 -1.283 1.607 -0.953 -1.224
F 2.16690 -4.65098 4.51495 0.012 0.926 -1.218 -0.305
C -0.21288 5.19273 4.49852 -0.444 2.137 0.587 0.848
C -0.85371 -7.81175 -1.55820 0.017 1.104 -0.038 0.128
C -1.25546 2.36097 2.24158 -0.585 -0.558 0.117 0.056
H 4.64728 -4.11043 10.71270 -0.274 -0.976 -0.436 0.274
H -1.19176 -0.44743 -13.06435 -0.354 0.670 0.595 0.281
H 2.64137 14.85810 2.72276 -0.386 -0.045 -0.239 0.387
```
Forces are in eV/Å.

Summary:
charge: +4
strongest force on any atom: 0.085 hartree/bohr
frontier orbital gap: 0.3801 hartree